# 1
DFT (ωB97M-V with the def2-TZVPD basis set) results for one molecule with the formula C21H24ClNO3.

Summary:
Energy above the lowest of the compared OMol25 structures with the same formula, charge and spin: 1.929 eV
SMILES string: O=C(c1ccc(Cl)cc1)c1ccc(OC[C@H](O)CN2CCCCC2)cc1
Orbital gap: 8.8 eV
HOMO energy: -8.8 eV

Element x y z (Å)
O -3.03 -3.07 1.26
C -2.59 -2.09 0.69
C -1.16 -1.98 0.33
C -0.73 -1.25 -0.78
C 0.61 -1.18 -1.10
C 1.56 -1.84 -0.31
C 1.12 -2.60 0.78
C -0.22 -2.67 1.08
H -0.57 -3.26 1.92
H 1.85 -3.12 1.38
O 2.89 -1.82 -0.52
C 3.45 -0.93 -1.47
C 4.90 -0.66 -1.04
O 5.66 -1.84 -1.02
H 5.19 -2.48 -0.48
C 4.89 0.03 0.34
N 4.04 1.21 0.32
C 4.76 2.40 -0.08
C 3.78 3.53 -0.37
C 2.93 3.82 0.87
C 2.26 2.52 1.32
C 3.31 1.44 1.55
H 2.81 0.51 1.83
H 3.98 1.74 2.37
H 1.70 2.68 2.24
H 1.57 2.19 0.55
H 2.19 4.58 0.66
H 3.58 4.19 1.67
H 4.32 4.43 -0.67
H 3.12 3.23 -1.19
H 5.34 2.18 -0.98
H 5.47 2.73 0.70
H 5.92 0.25 0.64
H 4.48 -0.69 1.06
H 5.36 -0.01 -1.78
H 2.91 0.03 -1.46
H 3.42 -1.38 -2.47
H 0.92 -0.63 -1.98
H -1.45 -0.75 -1.41
C -3.48 -0.96 0.32
C -4.80 -1.22 -0.04
C -5.66 -0.20 -0.37
C -5.21 1.11 -0.31
C -3.91 1.40 0.08
C -3.05 0.37 0.38
H -2.04 0.59 0.70
H -3.58 2.43 0.13
Cl -6.28 2.41 -0.71
H -6.68 -0.40 -0.66
H -5.13 -2.25 -0.07

=====

# 2
DFT (ωB97M-V with the def2-TZVPD basis set) results for C21H24CrIN4O as an isolated structure.

Summary:
Multiplicity: 2
Energy above the lowest of the compared OMol25 structures with the same formula, charge and spin: 3.252 eV
Orbital gap (spin up / spin down): 7.4 / 7.7 eV
HOMO energy (spin up / spin down): -7.0 / -7.2 eV

Element x y z (Å)
Cr 0.05 -0.22 -0.06
C 1.87 1.06 -0.83
N 2.11 -0.25 -0.13
C 2.96 -1.13 -0.93
C 2.41 -0.08 1.27
C 3.74 -0.01 1.68
C 4.07 0.25 3.00
C 3.06 0.46 3.92
C 1.73 0.37 3.53
C 1.35 0.04 2.23
N -0.03 -0.06 1.85
C -0.81 -1.22 2.22
C -1.20 -1.41 3.55
C -1.92 -2.52 3.96
C -2.30 -3.48 3.04
C -1.98 -3.29 1.70
C -1.27 -2.18 1.27
N -1.01 -2.00 -0.14
C -0.69 -3.16 -0.96
C -2.04 -1.13 -0.80
H 2.76 1.70 -0.78
H 1.57 0.87 -1.84
H 1.03 1.60 -0.29
H 3.92 -0.67 -1.16
H 3.11 -2.06 -0.40
H 2.42 -1.32 -1.86
H 4.52 -0.12 0.94
H 5.11 0.31 3.30
H 3.30 0.69 4.95
H 0.95 0.56 4.25
H -0.91 -0.66 4.27
H -2.18 -2.63 5.01
H -2.86 -4.35 3.34
H -2.31 -4.02 0.97
H -1.58 -3.76 -1.17
H -0.28 -2.77 -1.89
H 0.05 -3.77 -0.45
H -3.04 -1.60 -0.74
H -2.07 -0.15 -0.25
H -1.75 -0.95 -1.82
I -0.58 6.08 1.35
C -1.60 4.48 0.50
C -2.88 4.63 0.01
C -3.50 3.51 -0.54
C -2.81 2.31 -0.56
N -1.57 2.17 -0.10
C -0.98 3.23 0.43
H -3.39 5.58 0.05
H -4.50 3.57 -0.94
H -3.27 1.43 -0.99
H 0.02 3.10 0.83
O 0.07 -0.30 -1.79

=====

# 3
DFT (ωB97M-V with the def2-TZVPD basis set) results for a 3-piece molecular cluster, C21H24F3P overall.

Summary:
SMILES string: FCCC[PH3]c1ccccc1.Fc1ccccc1.Fc1ccccc1
Orbital gap: 9.3 eV
HOMO energy: -8.6 eV

Element x y z (Å)
F -1.31 -2.42 2.09
C -0.68 -1.91 0.96
C 0.81 -2.17 1.04
C 1.56 -1.31 2.05
P 1.75 0.49 1.46
C 1.90 2.26 0.76
C 3.17 2.78 0.49
C 3.30 4.04 -0.09
C 2.17 4.76 -0.38
C 0.90 4.26 -0.10
C 0.77 2.99 0.48
H -1.10 -2.38 0.08
H -0.92 -0.85 0.91
H 0.95 -3.22 1.26
H 1.21 -2.02 0.04
H 1.08 -1.35 3.02
H 2.58 -1.70 2.12
H 2.21 -0.01 0.19
H 0.40 0.79 1.80
H 2.75 0.76 2.42
H 4.03 2.18 0.73
H 4.29 4.41 -0.31
H 2.27 5.73 -0.84
H 0.02 4.84 -0.33
H -0.21 2.59 0.71
F -3.82 -6.94 2.39
C -4.43 -5.75 2.61
C -5.73 -5.75 3.07
C -6.34 -4.53 3.30
C -5.66 -3.34 3.06
C -4.36 -3.37 2.59
C -3.73 -4.59 2.37
H -6.24 -6.68 3.25
H -7.36 -4.50 3.67
H -6.15 -2.39 3.24
H -3.82 -2.45 2.40
H -2.71 -4.63 2.01
F 3.61 4.47 -3.20
C 2.90 3.53 -3.86
C 2.18 2.58 -3.15
C 1.47 1.64 -3.87
C 1.47 1.65 -5.26
C 2.20 2.61 -5.94
C 2.92 3.56 -5.24
H 2.20 2.61 -2.07
H 0.90 0.89 -3.34
H 0.91 0.90 -5.80
H 2.21 2.62 -7.03
H 3.49 4.33 -5.75

=====

# 4
DFT (ωB97M-V with the def2-TZVPD basis set) results for C21H24F4N5PdS as an isolated structure.

Summary:
Net charge: +3
Multiplicity: 5
Energy above the lowest of the compared OMol25 structures with the same formula, charge and spin: 0.000 eV
Orbital gap (spin up / spin down): 7.5 / 3.6 eV
HOMO energy (spin up / spin down): -16.8 / -16.8 eV

Element x y z (Å)
Pd 0.08 -0.29 -0.10
C 4.36 -1.38 0.14
C 2.84 -1.29 0.00
N 2.26 -0.03 0.52
C 2.76 1.21 -0.11
C 2.71 1.21 -1.63
C 2.27 0.08 1.98
C 1.45 -0.98 2.71
N 0.16 -1.19 2.09
C -0.75 -1.99 2.67
C -2.04 -2.24 2.09
F -2.35 -1.65 1.00
C -3.00 -3.12 2.65
F -4.11 -3.29 2.02
C -2.77 -3.78 3.83
C -1.57 -3.55 4.47
F -1.31 -4.12 5.58
C -0.57 -2.69 3.92
F 0.52 -2.56 4.57
H 4.69 -2.35 -0.24
H 4.67 -1.32 1.18
H 4.87 -0.61 -0.43
H 2.38 -2.13 0.52
H 2.58 -1.37 -1.06
H 3.79 1.38 0.21
H 2.16 2.04 0.28
H 3.46 0.56 -2.07
H 2.91 2.22 -1.99
H 1.72 0.91 -1.99
H 1.90 1.07 2.25
H 3.30 0.01 2.36
H 1.34 -0.64 3.75
H 1.99 -1.93 2.77
H -3.50 -4.46 4.26
C -0.82 -0.20 -5.38
N -1.18 0.83 -4.41
C -1.59 2.10 -4.71
C -1.83 2.74 -3.55
N -1.57 1.84 -2.53
C -1.15 0.67 -3.08
S -0.63 -0.78 -2.35
C -1.89 2.11 -1.17
C -2.98 2.93 -0.91
C -3.29 3.25 0.40
C -2.49 2.74 1.42
C -1.44 1.92 1.07
N -1.14 1.60 -0.20
H -1.09 0.14 -6.37
H -1.35 -1.12 -5.17
H 0.25 -0.39 -5.36
H -1.69 2.47 -5.72
H -2.13 3.76 -3.38
H -3.59 3.31 -1.72
H -4.14 3.87 0.63
H -2.68 2.97 2.45
H -0.79 1.50 1.83